Run a
{"formula": "C2H3Cl2NO", "method": "wB97M-V/def2-TZVPD", "e_homo_ha": -0.3371, "elements": ["O", "H", "C", "C", "H", "N", "H", "Cl", "Cl"], "xyz": [[2.6345, 0.2464, -1.5776], [-0.9482, -1.3451, -1.7093], [2.7346, -0.2934, -0.5261], [-0.8184, -1.5950, 0.3498], [-1.5323, 0.0061, -0.6374], [-1.1960, -0.9246, -0.7370], [2.0366, -1.1413, -0.0881], [0.3229, -2.6813, -0.0805], [3.9728, -0.0947, 0.5905]], "nbo_charge": [-0.495, 0.378, 0.330, -0.003, 0.413, -0.777, 0.144, 0.014, -0.004]}



Run b
{"formula": "C2H3Cl2NO", "method": "wB97M-V/def2-TZVPD", "e_homo_ha": -0.3562, "smiles": "C/C(Cl)=[N+](/[O-])Cl", "elements": ["H", "N", "H", "Cl", "C", "H", "Cl", "O", "C"], "xyz": [[0.5965, -0.1668, 2.0556], [-0.6550, 0.0709, -1.1197], [0.7961, 1.0415, 1.0080], [-1.5838, -1.5155, 0.6406], [0.6975, 0.0274, 0.9498], [1.5377, -0.4109, 0.3815], [0.5401, 1.5258, -2.1339], [-1.4513, -0.2784, -1.9123], [-0.4779, -0.2941, 0.1304]], "nbo_charge": [0.257, 0.227, 0.249, 0.065, -0.673, 0.254, -0.201, -0.279, 0.101]}



Which of them is the least stable? Correct choice: run b.



Run a
{"formula": "C3H4FN3", "method": "wB97M-V/def2-TZVPD", "e_homo_ha": [-0.3525, -0.3450], "elements": ["C", "H", "H", "H", "N", "N", "F", "C", "N", "C", "H"], "xyz": [[1.1498, -0.9750, 0.2459], [-2.2220, 1.8348, 0.0903], [-2.5184, 0.6185, -0.7627], [-0.7334, -1.6449, 0.0993], [-1.8836, 0.8866, -0.0408], [0.2857, 1.6010, 0.0959], [3.1371, -0.2346, -0.3912], [-0.5587, 0.6870, -0.0241], [2.0446, 0.0337, 0.4330], [-0.1538, -0.7465, 0.0705], [1.4529, -2.0605, 0.1838]], "nbo_charge": [-0.089, 0.386, 0.393, 0.231, -0.815, -0.210, -0.242, 0.239, 0.116, -0.230, 0.222]}



Run b
{"formula": "C3H4FN3", "method": "wB97M-V/def2-TZVPD", "e_homo_ha": -0.3651, "elements": ["H", "F", "C", "H", "C", "H", "H", "N", "C", "N", "N"], "xyz": [[1.6293, 0.5144, 0.1788], [2.1986, -2.8307, 0.9311], [0.6892, 0.2628, 0.7138], [0.5773, 0.6112, 1.7783], [-0.3789, -0.2081, -0.0205], [-1.2261, -0.4049, -2.0354], [-1.4224, -0.2989, 0.3283], [1.3451, -1.8150, -0.9262], [-0.3483, -0.5494, -1.4270], [1.9068, -1.5166, 0.0318], [0.6364, -1.2952, -1.8963]], "nbo_charge": [0.224, -0.392, -0.288, 0.237, -0.326, 0.218, 0.228, 0.023, 0.057, 0.247, -0.229]}



Which of them is the least stable? Correct choice: run b.



Run a
{"formula": "C55H53N7OPtTe", "method": "wB97M-V/def2-TZVPD", "multiplicity": 2, "e_homo_ha": [-0.3286, -0.3273], "charge": 1, "elements": ["H", "C", "N", "C", "C", "H", "H", "C", "H", "C", "H", "H", "N", "H", "C", "H", "C", "H", "C", "C", "H", "H", "H", "C", "H", "C", "N", "C", "H", "C", "C", "H", "H", "H", "C", "H", "C", "H", "N", "H", "C", "C", "H", "C", "C", "Te", "H", "N", "H", "H", "H", "C", "C", "O", "C", "H", "C", "C", "C", "C", "H", "H", "C", "H", "H", "H", "Pt", "C", "C", "C", "C", "C", "H", "H", "N", "H", "C", "H", "H", "H", "H", "C", "C", "H", "N", "C", "C", "C", "C", "H", "C", "H", "H", "H", "H", "H", "C", "H", "H", "H", "C", "C", "H", "C", "C", "C", "C", "H", "C", "C", "C", "C", "C", "C", "H", "H", "H", "C"], "xyz": [[1.4175, 0.1920, -2.8221], [-1.3573, -4.8340, -2.7990], [-3.2266, -0.4389, -1.6106], [5.5677, 2.7120, -6.0235], [-4.1303, -1.8363, 2.0636], [4.2724, 5.3951, 4.5021], [-3.3239, 1.8035, 0.7248], [2.4596, 0.1285, -3.1200], [-0.2490, 3.0312, 1.1644], [1.9962, -0.9212, 3.8100], [-3.9661, 1.1796, -5.8243], [-3.3377, -2.1662, 2.7167], [-1.8183, 0.5215, 1.3721], [3.8595, 5.2028, -1.4389], [3.9468, 1.5360, -4.5076], [3.5184, 5.9928, -2.9763], [-0.1650, -1.9043, 2.2239], [5.0758, 2.3833, -6.9398], [3.0604, 1.4724, -3.4392], [-2.7169, 1.4790, 1.5552], [2.8265, -2.8793, 3.5299], [5.3711, 4.0180, 4.4085], [4.8313, 4.7813, -4.4102], [-3.2442, 0.8331, -5.0953], [5.5204, 3.2238, 2.1784], [3.1496, -0.3785, 4.6096], [-1.1683, -2.4103, 1.4026], [-3.7101, 0.4187, -3.8290], [-5.6181, -2.0870, 3.5766], [4.8647, 2.3935, -0.1890], [-2.7955, -0.0329, -2.8545], [2.2990, 0.7402, 1.1370], [0.0029, 4.7425, 0.7880], [-1.8579, -6.4077, -1.3059], [-1.8294, -4.1178, 2.9987], [5.5792, 3.1313, -0.5607], [-1.9136, 0.7835, -5.3916], [-3.6749, -7.6292, 3.7033], [-1.9074, -4.3695, -0.7145], [0.8769, 0.9041, 3.8432], [-0.1637, -0.6063, 2.7535], [2.2407, 0.0351, 0.3077], [2.5318, -0.5214, -3.9911], [2.5436, 3.2368, 0.5975], [4.6061, 2.7043, -4.8697], [1.3854, 2.9032, -1.1680], [-0.7323, -0.4267, -2.4293], [-1.2685, 0.2835, 2.5749], [2.3703, -0.9756, 0.6876], [-1.0307, -2.6592, -3.2245], [3.6976, 0.3811, 4.0471], [-1.4262, -0.0827, -3.1835], [-6.2123, -0.9237, 0.4665], [0.1920, -0.8991, -0.3264], [-6.4740, -1.3429, 1.7556], [3.0542, 0.2734, -0.3783], [3.9114, 3.0246, 0.7924], [3.7029, 3.9228, 3.0506], [4.3248, 4.3143, 4.3608], [0.8824, 0.1474, -0.3527], [-7.4825, -1.3079, 2.1446], [-1.4339, -3.4903, 3.7880], [-5.4902, -0.0310, -2.2965], [-1.4752, 1.0445, 4.5370], [-3.3649, 2.6373, 3.3480], [-1.1412, -5.3547, -3.7146], [-2.0420, -1.2890, -0.0489], [-2.7390, 1.8905, 2.8928], [1.7403, 3.7557, 1.6338], [-5.0871, 0.4163, -3.5100], [-3.8737, -7.3023, 2.6836], [3.4457, 3.8556, -3.0767], [-0.1821, 4.2193, 2.4560], [2.2068, 5.3264, -2.0332], [-1.6145, -3.1922, -1.2962], [-3.3459, -6.2736, 0.2411], [2.8193, 2.6527, -2.7215], [5.4390, 1.6163, 0.3168], [2.9957, -0.3678, -2.3102], [6.3989, 2.0304, -5.8375], [3.7984, 3.8514, 5.1963], [4.3411, 3.8527, -4.1406], [-1.7352, -5.3812, -1.5989], [0.9831, -3.6987, 2.1386], [0.3840, 1.2749, -0.8526], [-5.4261, -1.7847, 2.5546], [-1.7976, 1.1003, 3.5115], [-1.6858, -3.6741, 1.6747], [0.9502, -2.6925, 2.5370], [0.0460, 0.2598, -4.6801], [-1.0044, 0.3114, -4.4249], [-7.0252, -0.5452, -0.1382], [-6.5374, -0.0722, -2.0424], [-3.6438, -8.1311, 2.0133], [4.1342, 0.6296, -5.0735], [5.9756, 3.7066, -6.1938], [-1.2963, -3.4585, -2.5531], [4.3787, 1.9461, -1.0462], [2.8081, 0.0839, 5.5368], [-2.5665, -5.5740, 4.3685], [0.9053, -0.1256, 3.5022], [1.9887, -2.2251, 3.3184], [-5.8048, 0.7542, -4.2474], [0.2494, 3.9458, 1.4950], [-3.8599, -1.4661, 0.7504], [3.2413, 5.1556, -2.3386], [2.3367, 4.0832, 2.8400], [1.7180, 4.4774, 3.6388], [-3.0678, -6.0790, 2.3430], [-4.9087, -0.9726, -0.0329], [4.4593, 3.3885, 2.0238], [-2.1745, -4.5419, 0.6829], [-4.5314, -0.4667, -1.3503], [-2.4794, -5.2895, 3.3266], [-1.5549, 1.0952, -6.3632], [3.8514, -1.1699, 4.8691], [-4.9438, -7.1011, 2.6027], [-2.8999, -5.6787, 1.0286]], "lowdin_spin": [0.000, 0.004, 0.005, 0.000, 0.004, 0.000, 0.000, 0.000, 0.000, 0.001, 0.000, 0.000, 0.099, 0.000, 0.000, 0.000, 0.001, 0.000, 0.000, 0.017, 0.000, 0.000, 0.000, 0.000, 0.000, 0.000, 0.021, 0.000, 0.000, 0.000, 0.000, 0.000, 0.000, 0.000, 0.001, 0.000, 0.000, 0.000, 0.002, 0.000, 0.001, 0.001, 0.000, 0.000, 0.000, 0.000, 0.000, 0.008, 0.000, 0.000, 0.000, 0.000, 0.001, 0.006, -0.002, 0.000, 0.000, 0.000, 0.000, 0.001, 0.000, 0.000, 0.000, 0.001, 0.000, 0.001, 0.651, 0.004, 0.000, -0.001, 0.000, 0.000, 0.000, 0.000, 0.113, 0.000, 0.000, 0.000, 0.000, 0.000, 0.000, 0.000, 0.002, 0.000, 0.000, 0.001, 0.014, 0.004, 0.001, 0.000, 0.000, 0.000, 0.000, 0.000, 0.000, 0.000, 0.009, 0.000, 0.000, 0.000, 0.000, 0.000, 0.000, 0.000, 0.022, 0.000, 0.000, 0.000, 0.000, 0.003, 0.000, 0.001, 0.001, 0.000, 0.000, 0.000, 0.000, 0.000]}



Run b
{"formula": "C55H53N7OPtTe", "method": "wB97M-V/def2-TZVPD", "multiplicity": 2, "e_homo_ha": [-0.3266, -0.3245], "charge": 1, "elements": ["H", "C", "C", "C", "H", "C", "H", "H", "C", "H", "C", "H", "C", "H", "H", "H", "H", "C", "Te", "C", "C", "H", "O", "H", "H", "H", "C", "H", "H", "C", "C", "C", "C", "H", "H", "H", "H", "N", "C", "C", "C", "C", "C", "H", "H", "H", "C", "C", "H", "C", "H", "C", "H", "C", "H", "C", "H", "H", "H", "C", "C", "H", "H", "C", "H", "C", "N", "H", "H", "C", "H", "H", "C", "C", "C", "H", "Pt", "H", "H", "C", "N", "H", "H", "C", "N", "H", "C", "H", "C", "C", "H", "H", "H", "H", "C", "C", "N", "C", "H", "H", "H", "H", "C", "C", "H", "N", "C", "C", "C", "C", "C", "C", "N", "C", "C", "C", "C", "C"], "xyz": [[2.4227, -3.5126, 1.8789], [-3.0558, -2.3539, 3.6485], [-2.4486, -4.5504, -2.2159], [-4.8865, 2.2143, 4.4567], [0.6336, 3.8866, 5.4000], [-0.8831, -2.7887, -0.7433], [5.0201, -7.0595, -0.3050], [3.8698, -3.7288, -4.5968], [3.0757, -2.8128, -1.4154], [-5.6764, -1.3035, -2.1682], [-0.5043, 3.4944, 1.7590], [5.8849, 2.6718, -5.9074], [3.5503, 1.8960, -4.4330], [-4.8839, -3.5235, -2.8359], [5.1324, -4.9229, -3.0604], [-7.6510, 0.7076, 4.3205], [-5.3670, 3.0796, 4.8996], [-4.8398, -0.0910, 3.9437], [1.8041, -1.2030, -2.0261], [3.9624, -4.4750, 0.0627], [0.3235, 3.7903, 4.3656], [3.4879, -0.1938, 0.8042], [0.6357, 0.7692, 1.3450], [6.0556, -1.2313, -1.8524], [-0.8287, -5.9181, -2.0422], [2.7560, -1.8672, 1.3769], [3.2512, 0.1547, -2.8027], [1.5883, 6.6732, 3.3648], [-5.4758, 3.9858, 0.5526], [-5.4724, 1.1212, -1.2226], [-4.6756, -1.6193, -1.9189], [-3.5201, 1.2335, 0.2120], [-3.8275, -0.7526, -1.1813], [6.3688, -5.9770, 0.0123], [-1.1305, 5.5833, 0.1037], [0.8492, 5.0836, 1.3141], [-3.0764, -5.2254, -2.7859], [-0.9396, 3.5022, 0.3944], [4.5859, -4.4837, -2.2321], [-6.8899, 0.8039, 5.0978], [0.4390, 4.4598, 2.1009], [-5.9098, 2.3491, -0.7724], [-2.9501, -3.2680, -1.8997], [3.1361, 2.5504, -5.1928], [-6.0451, 0.6117, -1.9857], [4.5251, -2.1650, -4.1074], [-2.1593, -2.3638, -1.1595], [-5.1530, 3.0228, 0.1764], [-3.2308, 3.3574, 3.7567], [-1.2438, -2.3722, 2.4242], [-0.9448, 2.1209, 4.7808], [-1.2075, -4.9335, -1.8019], [-5.2990, -1.0718, 3.9753], [-4.2438, -2.8487, -2.2798], [-7.1568, 1.6599, 5.7165], [-2.9914, 1.3060, 3.2067], [0.5921, 1.0628, -3.3253], [-6.8216, 2.7804, -1.1629], [1.3336, -2.6899, 0.7726], [-2.0180, -3.1666, 3.2722], [2.3735, -2.8276, 1.0331], [5.8102, 0.0715, -0.6954], [5.3784, 3.9588, -4.8216], [5.5932, -6.2257, -0.7137], [1.9928, 5.7875, 4.8329], [0.8637, 4.6398, 3.4050], [-2.8940, -1.1619, 3.0294], [-1.8339, -4.1763, 3.5957], [6.0798, -6.5628, -1.6273], [1.8798, 5.6964, 3.7535], [6.4555, 1.2095, -2.8801], [0.9920, 0.0455, -4.7099], [4.7052, -5.0399, -0.9700], [-0.4193, -4.0381, -1.0503], [2.8849, 0.6968, 0.6288], [0.5648, -4.3470, -0.7210], [-1.7057, 0.5417, 0.6463], [2.7892, -2.4103, -4.2022], [4.6318, -1.2254, -0.8308], [1.4178, 0.3733, 0.4609], [0.8802, -0.2052, -0.6416], [-3.8517, -2.5166, 4.3524], [2.8601, 5.4570, 3.3363], [-1.0180, 2.6115, 2.7087], [-1.8759, 1.5553, 2.4073], [-3.4040, 3.0451, 1.3671], [5.7929, 2.9504, -4.8561], [6.7924, 2.9767, -4.4251], [3.7279, -2.8878, -3.9197], [-3.9696, 2.4789, 0.6491], [4.0158, -4.9106, 1.0554], [2.9941, 1.3578, 1.4844], [3.2691, 1.1870, -0.2671], [-6.9421, -0.0898, 5.7210], [-3.6721, 2.3701, 3.8175], [-5.5200, 0.9786, 4.4959], [-1.0437, 2.3999, -0.3678], [2.7100, 1.0006, -3.7940], [-0.3049, -2.0789, -0.1735], [-1.6689, 4.8313, -2.4789], [1.0304, 1.7991, -4.8647], [-1.5205, 2.0835, -2.3705], [3.7701, -3.3813, -2.4904], [-1.4345, 4.2045, -1.6363], [-0.3123, -2.5992, 1.9524], [-1.7782, -1.1691, 2.2724], [4.9058, 1.9800, -4.1269], [4.6040, 0.2327, -2.4554], [-1.3523, 2.8116, -1.5920], [-0.5734, 2.7980, 4.0214], [1.2516, 0.9721, -4.1923], [-4.2929, 0.5541, -0.7333], [-2.6056, -1.1049, -0.8219], [5.2981, -0.5889, -1.3973], [3.1509, -3.3685, -0.1333], [5.4040, 1.1485, -3.1420], [-1.1695, 4.6057, -0.3462], [-3.5837, 0.0464, 3.3593]], "lowdin_spin": [0.000, 0.006, 0.000, 0.000, 0.000, 0.000, 0.000, 0.000, 0.000, 0.000, 0.002, 0.000, 0.000, 0.000, 0.000, 0.000, 0.000, -0.001, 0.000, 0.000, 0.000, 0.000, 0.009, 0.000, 0.000, 0.000, 0.000, 0.000, 0.000, 0.000, 0.000, 0.004, 0.002, 0.000, 0.001, 0.000, 0.000, 0.008, 0.000, 0.000, 0.000, -0.002, 0.000, 0.000, 0.000, 0.000, 0.000, 0.001, 0.000, 0.013, 0.000, 0.000, 0.000, 0.001, 0.000, 0.007, 0.000, 0.000, 0.000, 0.004, 0.000, 0.000, 0.000, 0.000, 0.000, 0.002, 0.000, 0.001, 0.000, 0.000, 0.000, 0.000, 0.000, 0.000, 0.001, 0.000, 0.658, 0.000, 0.000, 0.000, 0.004, 0.000, 0.000, 0.002, 0.051, 0.000, 0.000, 0.000, 0.000, 0.001, 0.000, 0.000, 0.000, 0.000, 0.004, 0.002, 0.090, 0.000, 0.000, 0.001, 0.000, 0.000, 0.000, 0.005, 0.000, 0.090, 0.000, 0.000, 0.014, 0.002, 0.000, -0.001, 0.003, 0.000, 0.000, 0.000, 0.012, 0.003]}



Which of them is the least stable? Correct choice: run b.